This record from the Open Molecules 2025 dataset describes one molecule with the formula C6H6. The level of theory is ωB97M-V/def2-TZVPD.

Properties
Calculated total energy, eV: -6315.2960
Max |F|, hartree/bohr: 0.0113
SMILES string: C#CC(C)C#C
LUMO energy, eV: 1.0365
HOMO-LUMO gap, hartree: 0.4061
Relative energy (zero: lowest compared OMol25 entry of this formula, charge and spin), eV: 3.904

Cartesian coordinates (Å):
1 C 2.233 -1.338 0.411
2 C 1.150 -0.813 0.437
3 C -0.194 -0.208 0.473
4 C -1.040 -0.569 -0.765
5 C -0.163 1.265 0.491
6 C -0.305 2.444 0.295
7 H 3.198 -1.796 0.387
8 H -0.696 -0.573 1.380
9 H -0.552 -0.155 -1.652
10 H -1.168 -1.646 -0.891
11 H -2.019 -0.093 -0.662
12 H -0.443 3.482 0.096

natural (NBO) population analysis, charges in e, atoms 1 to 2: number 1, C, carries -0.222; number 2, C, carries -0.002

---

This record from the Open Molecules 2025 dataset describes a 23-piece molecular cluster, C6H60NO24 overall at a distorted geometry. The level of theory is ωB97M-V/def2-TZVPD.

Properties
Net charge: +1
Calculated total energy, eV: -57812.1106
Max |F|, hartree/bohr: 0.2225
LUMO energy, eV: -2.4520
HOMO-LUMO gap, hartree: 0.3516
Relative energy (zero: lowest compared OMol25 entry of this formula, charge and spin), eV: 0.909

Cartesian coordinates (Å):
1 C -1.419 -0.946 3.438
2 O -0.101 -1.136 2.952
3 C 0.199 -0.172 1.920
4 C -0.076 -0.849 0.535
5 N 0.301 0.065 -0.533
6 H -0.296 0.985 -0.509
7 H 1.360 0.459 -0.357
8 C 0.025 -0.308 -1.926
9 C 0.353 0.815 -2.877
10 O -0.084 0.468 -4.100
11 C 0.146 1.577 -5.009
12 H -1.620 0.113 3.792
13 H -1.612 -1.564 4.423
14 H -2.175 -1.172 2.771
15 H 1.400 0.152 1.993
16 H -0.237 0.815 2.247
17 H -0.985 -1.213 0.629
18 H 0.560 -1.826 0.629
19 H -1.128 -0.579 -2.175
20 H 0.689 -1.177 -2.023
21 H 1.500 0.955 -3.271
22 H 0.038 1.801 -2.371
23 H -0.224 2.588 -4.499
24 H -0.295 1.412 -6.067
25 H 1.215 1.501 -5.109
26 O 2.760 -3.322 -0.897
27 H 2.682 -3.105 -1.858
28 H 2.535 -4.274 -0.742
29 O -0.806 3.948 2.816
30 H -0.163 3.374 3.203
31 H -0.533 4.048 1.810
32 O -3.859 -3.304 3.835
33 H -4.755 -3.530 3.371
34 H -3.791 -2.213 3.814
35 O 0.707 -1.955 6.172
36 H 0.099 -2.104 6.714
37 H 1.529 -2.235 6.658
38 O -0.535 -3.795 -1.028
39 H -1.374 -3.424 -1.525
40 H -0.642 -4.768 -0.704
41 O -0.062 1.284 -8.731
42 H 0.378 1.507 -9.599
43 H -0.699 0.645 -8.829
44 O -3.132 0.493 -3.862
45 H -2.302 0.664 -3.876
46 H -3.690 0.843 -3.057
47 O 0.640 3.852 -7.670
48 H -0.224 4.339 -7.468
49 H 0.406 2.920 -7.942
50 O -3.450 0.939 0.688
51 H -2.898 1.194 1.496
52 H -4.314 0.518 0.970
53 O -1.139 2.273 -0.138
54 H -1.318 3.264 -0.425
55 H -1.981 1.931 0.290
56 O 3.650 2.847 -2.644
57 H 3.603 3.845 -2.237
58 H 3.950 2.991 -3.548
59 O -3.465 -1.333 6.724
60 H -4.118 -1.582 7.353
61 H -2.712 -1.279 7.339
62 O -0.603 -2.226 -4.510
63 H -0.304 -1.178 -4.337
64 H -1.449 -2.190 -4.808
65 O 1.662 0.395 5.333
66 H 1.201 -0.391 5.522
67 H 1.522 1.013 6.103
68 O 2.918 -1.268 -2.982
69 H 3.327 -1.358 -3.750
70 H 3.577 -0.950 -2.415
71 O 0.510 -3.723 2.845
72 H 1.482 -3.883 2.863
73 H 0.297 -2.875 2.983
74 O -2.984 2.285 3.051
75 H -3.721 2.859 2.984
76 H -2.225 2.799 3.080
77 O 1.498 2.648 3.921
78 H 1.547 1.747 4.396
79 H 1.933 3.351 4.540
80 O 3.209 -1.117 0.749
81 H 3.964 -0.659 0.092
82 H 2.981 -1.894 0.372
83 O -2.717 -3.058 -2.261
84 H -3.411 -3.763 -2.262
85 H -3.137 -2.530 -3.000
86 O 2.391 1.900 -0.403
87 H 2.810 2.077 -1.229
88 H 2.775 2.628 0.284
89 O 4.396 0.621 4.127
90 H 3.492 0.570 4.086
91 H 4.548 -0.088 3.647

Löwdin population analysis, charges in e, atoms 1 to 2: number 1, C, carries -0.100; number 2, O, carries -0.223

---

This record from the Open Molecules 2025 dataset describes a 26-piece molecular cluster, C6H66NO27 overall at a distorted geometry. The level of theory is ωB97M-V/def2-TZVPD.

Properties
Net charge: +1
Calculated total energy, eV: -64048.1951
Max |F|, hartree/bohr: 0.2577
LUMO energy, eV: -3.2144
HOMO-LUMO gap, hartree: 0.3003
Relative energy (zero: lowest compared OMol25 entry of this formula, charge and spin), eV: 4.901

Cartesian coordinates (Å):
1 C 0.275 -1.650 4.343
2 O 0.840 -2.319 3.179
3 C 1.530 -1.384 2.229
4 C 0.452 -0.796 1.254
5 N 1.087 -0.201 0.134
6 H 1.882 0.399 0.373
7 H 1.362 -0.994 -0.604
8 C 0.101 0.334 -0.873
9 C 0.824 0.833 -2.086
10 O -0.143 1.423 -2.921
11 C 0.180 1.662 -4.319
12 H 1.220 -1.682 4.871
13 H -0.328 -2.400 4.829
14 H -0.167 -0.667 4.070
15 H 2.426 -1.723 1.721
16 H 2.031 -0.456 2.822
17 H -0.226 -0.139 1.649
18 H -0.260 -1.668 0.755
19 H -0.216 1.254 -0.395
20 H -0.574 -0.501 -1.249
21 H 1.321 -0.059 -2.701
22 H 1.512 1.602 -1.913
23 H 0.502 0.945 -4.828
24 H 1.165 2.207 -4.392
25 H -0.590 2.135 -4.922
26 O -3.085 2.488 -1.105
27 H -2.614 3.224 -0.613
28 H -2.651 2.703 -1.905
29 O 0.192 -1.241 7.683
30 H -0.556 -1.592 8.329
31 H -0.398 -0.880 6.947
32 O 0.382 3.798 -0.969
33 H 1.291 3.500 -0.713
34 H 0.723 3.924 -1.785
35 O -1.970 -0.344 6.524
36 H -1.922 0.474 6.165
37 H -2.240 -0.201 7.389
38 O 2.931 3.705 -0.253
39 H 3.088 2.881 0.153
40 H 3.343 4.157 0.502
41 O -3.019 3.404 -3.185
42 H -2.392 3.648 -3.893
43 H -3.227 2.508 -3.439
44 O 1.470 4.108 -2.871
45 H 1.665 3.573 -3.554
46 H 1.392 4.960 -3.348
47 O -0.842 -4.653 2.856
48 H -1.605 -4.635 3.482
49 H -0.180 -4.019 3.272
50 O -3.368 0.844 -4.333
51 H -3.705 0.616 -3.491
52 H -2.628 0.349 -4.674
53 O -0.870 -4.216 6.968
54 H -0.966 -3.461 7.758
55 H 0.060 -4.599 7.077
56 O 1.980 -2.214 -3.880
57 H 1.848 -2.779 -4.540
58 H 2.762 -1.945 -4.098
59 O -3.333 0.081 -2.250
60 H -3.148 0.827 -1.708
61 H -4.092 -0.479 -1.857
62 O 3.428 1.132 0.662
63 H 4.045 0.962 1.459
64 H 4.138 0.887 0.025
65 O 1.701 4.192 -5.749
66 H 1.317 3.356 -5.746
67 H 2.707 3.987 -6.045
68 O -3.344 -1.817 4.631
69 H -3.008 -1.157 5.240
70 H -3.078 -1.271 3.881
71 O 2.108 -2.707 -1.073
72 H 2.074 -2.824 -2.054
73 H 2.032 -3.702 -0.616
74 O -1.762 3.890 -5.492
75 H -0.828 4.047 -5.574
76 H -2.092 4.264 -6.216
77 O -1.562 -0.406 -6.008
78 H -1.291 -1.265 -5.766
79 H -0.888 0.132 -6.263
80 O -1.448 -2.024 -3.062
81 H -1.673 -1.171 -2.688
82 H -0.822 -1.879 -3.802
83 O -2.874 -4.373 4.717
84 H -3.306 -3.463 4.721
85 H -2.260 -4.238 5.505
86 O 2.738 -4.359 5.190
87 H 2.996 -3.546 4.820
88 H 2.767 -5.234 4.647
89 O -3.315 -1.087 1.731
90 H -4.094 -0.597 1.136
91 H -3.161 -1.972 1.367
92 O 0.505 2.557 1.871
93 H -0.317 2.739 2.336
94 H 1.123 2.931 2.244
95 O 4.206 -1.803 4.473
96 H 4.612 -0.859 3.973
97 H 4.548 -1.964 5.396
98 O 1.142 1.553 -6.786
99 H 0.854 1.755 -7.751
100 H 1.559 0.660 -7.001

Löwdin population analysis, charges in e, atoms 1 to 2: number 1, C, carries -0.059; number 2, O, carries -0.246

---

This record from the Open Molecules 2025 dataset describes C6H6Br19O3S as an isolated structure at a distorted geometry. The level of theory is ωB97M-V/def2-TZVPD.

Properties
Net charge: -1
Calculated total energy, eV: -1354104.5124
Max |F|, hartree/bohr: 0.1232
LUMO energy, eV: 1.2445
HOMO-LUMO gap, hartree: 0.2741

Cartesian coordinates (Å):
1 O -1.532 -2.825 3.211
2 S -0.048 -2.935 3.064
3 O 0.694 -1.686 3.423
4 O 0.368 -3.376 1.577
5 Br 0.618 -4.565 4.453
6 C 1.077 -1.743 -1.371
7 Br 2.976 -2.076 -1.212
8 Br 0.702 0.063 -1.965
9 Br 0.202 -3.061 -2.490
10 H 0.657 -1.844 -0.371
11 C -1.998 3.123 -0.939
12 Br -3.105 1.700 -1.650
13 Br -1.378 2.729 0.853
14 Br -0.531 3.554 -2.131
15 H -2.624 4.009 -0.872
16 C 6.236 -0.230 -3.077
17 Br 6.548 -1.881 -2.112
18 Br 5.234 -0.530 -4.709
19 Br 5.401 1.111 -1.956
20 H 7.208 0.157 -3.368
21 C -6.394 3.813 -1.867
22 Br -7.194 3.799 -3.631
23 Br -5.283 5.378 -1.595
24 Br -7.724 3.626 -0.471
25 H -5.742 2.946 -1.805
26 C 4.224 0.472 4.223
27 Br 4.526 -1.178 5.193
28 Br 3.246 0.171 2.581
29 Br 3.373 1.814 5.334
30 H 5.200 0.861 3.947
31 C -2.914 -2.377 -0.045
32 Br -3.715 -2.391 -1.814
33 Br -1.802 -0.817 0.224
34 Br -4.246 -2.563 1.349
35 H -2.262 -3.246 0.018

natural (NBO) population analysis, charges in e, atoms 1 to 2: number 1, O, carries -0.950; number 2, S, carries 2.154

---

This record from the Open Molecules 2025 dataset describes one molecule with the formula C6H6BrNS at a distorted geometry. The level of theory is ωB97M-V/def2-TZVPD.

Properties
Calculated total energy, eV: -88681.8433
Max |F|, hartree/bohr: 0.1026
Spin multiplicity: 3
LUMO energy (alpha / beta), eV: 0.4703 / -2.8916
HOMO-LUMO gap (alpha / beta), hartree: 0.2384 / 0.2674

Cartesian coordinates (Å):
1 C 2.268 1.626 -1.005
2 C 0.305 -1.244 0.056
3 C 0.777 -1.763 -1.049
4 C 0.734 0.103 0.371
5 C 2.073 0.331 -0.265
6 C -0.365 1.218 0.060
7 N 2.476 2.578 -1.574
8 S 1.950 -0.912 -1.915
9 Br 3.658 -0.205 0.752
10 H -0.515 -1.585 0.664
11 H 0.722 -2.821 -1.259
12 H 0.785 0.190 1.450
13 H -0.838 0.963 -0.845
14 H -0.205 2.231 0.290
15 H -1.023 0.752 0.807

natural (NBO) population analysis, charges in e, atoms 1 to 2: number 1, C, carries 0.228; number 2, C, carries -0.065

---

This record from the Open Molecules 2025 dataset describes C6H6Cl2CrN2O3RuS as an isolated structure at a distorted geometry. The level of theory is ωB97M-V/def2-TZVPD.

Properties
Net charge: +4
Calculated total energy, eV: -82274.4479
Max |F|, hartree/bohr: 0.2045
Spin multiplicity: 9
LUMO energy (alpha / beta), eV: -15.7195 / -19.3441
HOMO-LUMO gap (alpha / beta), hartree: 0.2886 / 0.1578
Relative energy (zero: lowest compared OMol25 entry of this formula, charge and spin), eV: 0.000

Cartesian coordinates (Å):
1 Ru 0.086 -0.297 -4.959
2 Cr -0.388 0.004 -1.808
3 Cl -1.288 1.317 -3.510
4 Cl 1.076 -1.323 -3.000
5 C -1.044 -1.446 -0.617
6 C -0.322 0.686 -6.429
7 C 0.661 -1.583 -6.120
8 O -0.771 -2.288 0.145
9 O -0.505 1.215 -7.459
10 O 0.947 -2.308 -7.001
11 S 0.135 1.121 0.365
12 C 0.154 0.655 2.054
13 N 1.224 0.454 2.867
14 C 0.870 0.203 4.259
15 C -0.654 0.471 4.266
16 N -0.924 0.790 2.871
17 H 2.136 0.393 2.493
18 H 1.445 0.888 4.912
19 H 1.114 -0.845 4.517
20 H -0.894 1.320 4.935
21 H -1.176 -0.430 4.650
22 H -1.881 1.003 2.571

natural (NBO) population analysis, charges in e, atoms 1 to 2: number 1, Ru, carries 0.741; number 2, Cr, carries 0.972

---

Question: Which value of calculated total energy does entry 3 give?
Answer: -64048.1951 eV

---

What did the fourth record say?
This record from the Open Molecules 2025 dataset describes C6H6Br19O3S as an isolated structure at a distorted geometry. The level of theory is ωB97M-V/def2-TZVPD.

Properties
Net charge: -1
Calculated total energy, eV: -1354104.5124
Max |F|, hartree/bohr: 0.1232
LUMO energy, eV: 1.2445
HOMO-LUMO gap, hartree: 0.2741

Cartesian coordinates (Å):
1 O -1.532 -2.825 3.211
2 S -0.048 -2.935 3.064
3 O 0.694 -1.686 3.423
4 O 0.368 -3.376 1.577
5 Br 0.618 -4.565 4.453
6 C 1.077 -1.743 -1.371
7 Br 2.976 -2.076 -1.212
8 Br 0.702 0.063 -1.965
9 Br 0.202 -3.061 -2.490
10 H 0.657 -1.844 -0.371
11 C -1.998 3.123 -0.939
12 Br -3.105 1.700 -1.650
13 Br -1.378 2.729 0.853
14 Br -0.531 3.554 -2.131
15 H -2.624 4.009 -0.872
16 C 6.236 -0.230 -3.077
17 Br 6.548 -1.881 -2.112
18 Br 5.234 -0.530 -4.709
19 Br 5.401 1.111 -1.956
20 H 7.208 0.157 -3.368
21 C -6.394 3.813 -1.867
22 Br -7.194 3.799 -3.631
23 Br -5.283 5.378 -1.595
24 Br -7.724 3.626 -0.471
25 H -5.742 2.946 -1.805
26 C 4.224 0.472 4.223
27 Br 4.526 -1.178 5.193
28 Br 3.246 0.171 2.581
29 Br 3.373 1.814 5.334
30 H 5.200 0.861 3.947
31 C -2.914 -2.377 -0.045
32 Br -3.715 -2.391 -1.814
33 Br -1.802 -0.817 0.224
34 Br -4.246 -2.563 1.349
35 H -2.262 -3.246 0.018

natural (NBO) population analysis, charges in e, atoms 1 to 2: number 1, O, carries -0.950; number 2, S, carries 2.154

---

Question: What is the calculated total energy in the first record?
Answer: -6315.2960 eV